# 1
A molecular structure, C15H18I2NO4Pd. Source: the OMol25 dataset; level of theory: ωB97M-V with the def2-TZVPD basis set.

Element x y z (Å)
Pd (0.08, -0.77, -0.25)
C (-2.61, 1.49, -0.85)
O (-1.99, 0.67, 0.14)
C (-2.90, -0.12, 0.87)
C (-2.09, -0.97, 1.83)
O (-1.01, -1.73, 1.18)
C (-1.36, -3.05, 0.64)
C (-1.84, -2.93, -0.79)
O (-0.88, -2.08, -1.46)
C (-1.12, -1.89, -2.88)
H (-3.17, 2.30, -0.38)
H (-3.29, 0.90, -1.47)
H (-1.82, 1.91, -1.47)
H (-3.52, -0.72, 0.20)
H (-3.58, 0.50, 1.47)
H (-2.71, -1.69, 2.36)
H (-1.59, -0.34, 2.56)
H (-2.12, -3.50, 1.28)
H (-0.45, -3.64, 0.71)
H (-2.83, -2.48, -0.88)
H (-1.84, -3.90, -1.28)
H (-1.06, -2.87, -3.37)
H (-0.33, -1.25, -3.26)
H (-2.10, -1.44, -3.03)
I (2.94, 1.59, -4.01)
C (2.99, 1.79, -2.01)
C (3.85, 2.65, -1.36)
C (3.91, 2.77, 0.05)
I (5.23, 4.07, 0.81)
C (3.03, 1.98, 0.91)
C (3.03, 1.99, 2.31)
C (2.16, 1.15, 2.99)
C (1.29, 0.33, 2.28)
N (1.26, 0.34, 0.95)
C (2.13, 1.13, 0.29)
C (2.07, 0.98, -1.18)
O (1.27, 0.18, -1.66)
H (4.53, 3.25, -1.95)
H (3.71, 2.63, 2.86)
H (2.16, 1.12, 4.07)
H (0.62, -0.35, 2.78)

Total charge: +3
HOMO (alpha / beta) in eV: -18.59 / -18.59
Frontier orbital gap (alpha / beta) in eV: 5.443 / 5.419
LUMO energy (alpha / beta) in hartree: -0.4831 / -0.4839
Spin multiplicity: 1



# 2
A molecular structure, C3H5N2. Source: the OMol25 dataset; level of theory: ωB97M-V with the def2-TZVPD basis set.

Element x y z (Å)
C (1.63, 0.64, -0.12)
C (0.12, 0.73, 0.46)
C (0.26, -0.74, 0.13)
N (1.64, -0.62, -0.31)
N (-0.63, 0.04, -0.59)
H (2.51, 1.36, -0.43)
H (-0.46, 1.39, 1.24)
H (-0.91, -2.75, 0.93)
H (-1.64, -0.18, -0.37)
H (-0.35, 0.17, -1.59)

Total charge: +1
HOMO (alpha / beta) in eV: -15.80 / -15.63
Energy relative to the best compared isomer or geometry (same formula, charge and spin) in kcal per mole: 229.7
Frontier orbital gap (alpha / beta) in eV: 10.908 / 8.879
LUMO energy (alpha / beta) in hartree: -0.1798 / -0.2480
Spin multiplicity: 1



# 3
A molecular structure, C36H33N5OP2S3V. Source: the OMol25 dataset; level of theory: ωB97M-V with the def2-TZVPD basis set.

Element x y z (Å)
V (-0.12, -0.04, 0.12)
S (0.77, 1.05, -1.69)
P (-0.17, 3.27, -0.06)
C (0.93, 1.81, -0.08)
P (2.47, 1.38, 0.69)
S (2.63, -0.62, 0.66)
C (3.87, 2.17, -0.14)
C (4.27, 3.47, 0.18)
C (5.24, 4.11, -0.57)
C (5.81, 3.46, -1.66)
C (5.41, 2.17, -1.99)
C (4.45, 1.52, -1.23)
C (2.52, 1.86, 2.43)
C (1.35, 1.74, 3.18)
C (1.38, 1.98, 4.54)
C (2.57, 2.32, 5.17)
C (3.74, 2.40, 4.43)
C (3.72, 2.15, 3.07)
C (0.63, 4.53, -1.15)
C (-0.03, 5.76, -1.21)
C (0.46, 6.80, -1.99)
C (1.61, 6.60, -2.75)
C (2.25, 5.37, -2.72)
C (1.76, 4.34, -1.93)
C (0.09, 4.10, 1.56)
C (1.19, 4.90, 1.88)
C (1.30, 5.49, 3.13)
C (0.29, 5.32, 4.07)
C (-0.82, 4.54, 3.76)
C (-0.92, 3.94, 2.51)
H (3.81, 3.99, 1.01)
H (5.54, 5.12, -0.32)
H (6.56, 3.97, -2.26)
H (5.85, 1.67, -2.84)
H (4.13, 0.52, -1.48)
H (0.42, 1.46, 2.70)
H (0.46, 1.91, 5.12)
H (2.59, 2.51, 6.24)
H (4.68, 2.64, 4.92)
H (4.64, 2.19, 2.50)
H (-0.93, 5.91, -0.63)
H (-0.05, 7.75, -2.02)
H (2.00, 7.41, -3.36)
H (3.14, 5.21, -3.32)
H (2.26, 3.38, -1.94)
H (1.95, 5.07, 1.13)
H (2.16, 6.10, 3.36)
H (0.38, 5.78, 5.04)
H (-1.61, 4.41, 4.49)
H (-1.77, 3.32, 2.27)
C (-2.69, -4.10, 1.84)
N (-2.07, -2.80, 1.85)
C (-2.77, -1.60, 1.38)
C (-1.62, -0.62, 1.36)
O (-1.62, 0.68, 1.26)
N (-0.48, -1.23, 1.91)
C (-0.77, -2.50, 2.05)
N (0.16, -3.43, 2.35)
H (-3.68, -4.04, 2.30)
H (-2.11, -4.81, 2.42)
H (-2.81, -4.49, 0.82)
H (-3.56, -1.29, 2.08)
H (-3.23, -1.77, 0.40)
H (1.07, -3.06, 2.60)
H (-0.10, -4.32, 2.73)
N (1.24, -3.03, -1.12)
C (0.02, -2.72, -1.59)
N (-0.68, -1.69, -1.19)
C (-1.87, -1.59, -1.91)
C (-2.78, -0.54, -1.82)
C (-3.93, -0.58, -2.60)
C (-4.17, -1.64, -3.47)
C (-3.26, -2.68, -3.59)
C (-2.11, -2.63, -2.81)
S (-0.77, -3.74, -2.78)
H (1.75, -2.26, -0.68)
H (1.79, -3.69, -1.64)
H (-2.59, 0.30, -1.15)
H (-4.64, 0.23, -2.53)
H (-5.07, -1.65, -4.07)
H (-3.43, -3.50, -4.27)

Total charge: 0
HOMO (alpha / beta) in eV: -6.75 / -6.08
Energy relative to the best compared isomer or geometry (same formula, charge and spin) in kcal per mole: 0.0
Frontier orbital gap (alpha / beta) in eV: 6.934 / 6.271
LUMO energy (alpha / beta) in hartree: 0.0068 / 0.0070
Spin multiplicity: 2
Expectation value of S²: 1.084



# 4
A molecular structure, C20H37IrN2P. Source: the OMol25 dataset; level of theory: ωB97M-V with the def2-TZVPD basis set.

Element x y z (Å)
C (1.24, -0.78, -4.05)
C (-0.16, -0.62, -4.28)
C (-0.86, -1.38, -3.27)
C (0.14, -2.03, -2.45)
C (1.43, -1.63, -2.94)
Ir (0.39, 0.19, -2.24)
C (-1.08, 1.89, -2.63)
C (0.26, 2.17, -3.11)
C (0.86, 2.81, -4.25)
N (1.64, 1.69, -2.49)
H (-1.96, -1.45, -3.14)
H (-0.65, -0.07, -5.09)
H (-0.09, -2.71, -1.63)
H (2.36, -1.96, -2.54)
H (2.01, -0.38, -4.67)
H (-1.82, 1.60, -3.41)
H (2.04, 2.23, -1.57)
H (-1.37, 2.45, -1.74)
H (0.22, 3.44, -4.94)
H (1.96, 2.57, -4.41)
C (-2.61, -0.85, 0.02)
C (-1.66, -1.24, 1.16)
C (-2.41, -1.09, 2.50)
C (-1.29, -2.71, 1.02)
P (-0.11, -0.11, 1.06)
N (-0.02, 0.46, -0.43)
C (-0.41, 1.50, 2.01)
C (-0.58, 1.30, 3.53)
C (0.77, 2.43, 1.77)
C (-1.66, 2.14, 1.41)
C (1.59, -0.84, 1.40)
C (1.79, -2.20, 0.72)
C (2.70, 0.07, 0.82)
C (1.80, -1.00, 2.92)
H (-3.52, -1.46, 0.10)
H (-2.16, -1.07, -0.96)
H (-2.90, 0.20, 0.04)
H (-3.22, -1.83, 2.51)
H (-1.76, -1.30, 3.36)
H (-2.88, -0.11, 2.62)
H (-0.76, -2.91, 0.08)
H (-0.68, -3.07, 1.86)
H (-2.21, -3.30, 1.01)
H (0.25, 0.73, 3.98)
H (-0.60, 2.30, 3.99)
H (-1.52, 0.79, 3.80)
H (1.01, 2.51, 0.71)
H (0.48, 3.43, 2.11)
H (1.66, 2.15, 2.35)
H (-1.57, 2.23, 0.33)
H (-2.59, 1.61, 1.65)
H (-1.74, 3.15, 1.83)
H (1.56, -2.16, -0.35)
H (2.85, -2.49, 0.81)
H (1.21, -2.99, 1.20)
H (2.80, 1.04, 1.34)
H (3.67, -0.45, 0.91)
H (2.53, 0.26, -0.25)
H (1.97, -0.03, 3.42)
H (0.96, -1.52, 3.39)
H (2.71, -1.61, 3.10)

Total charge: -1
HOMO (alpha / beta) in eV: 0.78 / -4.23
Frontier orbital gap (alpha / beta) in eV: 1.673 / 6.160
LUMO energy (alpha / beta) in hartree: 0.0903 / 0.0711
Spin multiplicity: 5
Expectation value of S²: 6.051



# 5
A molecular structure, C25H28F5N2RuS2Se. Source: the OMol25 dataset; level of theory: ωB97M-V with the def2-TZVPD basis set.

Element x y z (Å)
Ru (0.07, -0.07, -0.14)
F (6.11, 0.25, 3.42)
C (4.82, 0.09, 3.16)
C (4.38, 0.02, 1.84)
F (5.26, 0.12, 0.84)
C (3.04, -0.14, 1.59)
F (2.63, -0.13, 0.29)
C (2.08, -0.28, 2.59)
S (0.40, -0.57, 2.29)
C (2.55, -0.18, 3.90)
F (1.69, -0.25, 4.91)
C (3.89, 0.01, 4.19)
F (4.31, 0.12, 5.45)
C (-4.36, -2.79, 0.93)
C (-4.07, -1.33, 0.57)
C (-4.96, -0.40, 1.39)
C (-4.29, -1.10, -0.93)
N (-2.67, -1.11, 0.97)
N (-2.16, 0.21, 0.78)
H (-5.36, -3.06, 0.60)
H (-4.27, -2.94, 2.00)
H (-3.64, -3.45, 0.43)
H (-6.00, -0.72, 1.32)
H (-4.90, 0.63, 1.03)
H (-4.66, -0.42, 2.44)
H (-5.36, -1.11, -1.15)
H (-3.81, -1.88, -1.52)
H (-3.89, -0.14, -1.26)
H (-2.07, -1.76, 0.48)
H (-2.22, 0.70, 1.66)
H (-2.70, 0.72, 0.08)
C (0.08, 7.71, 0.52)
C (-0.04, 6.28, 0.10)
C (-1.01, 5.87, -0.80)
C (-1.09, 4.56, -1.26)
C (-2.16, 4.16, -2.22)
C (-0.16, 3.63, -0.77)
Se (-0.17, 1.87, -1.52)
C (0.78, 3.99, 0.20)
C (1.73, 2.99, 0.79)
C (0.83, 5.32, 0.62)
H (-0.73, 8.31, 0.11)
H (1.02, 8.13, 0.17)
H (0.06, 7.81, 1.61)
H (-1.73, 6.60, -1.18)
H (-2.84, 4.99, -2.42)
H (-2.74, 3.32, -1.82)
H (-1.73, 3.82, -3.17)
H (1.18, 2.07, 1.05)
H (2.21, 3.38, 1.69)
H (2.50, 2.72, 0.07)
H (1.56, 5.61, 1.36)
S (-0.59, -1.56, -1.92)
C (-0.17, -2.98, -0.97)
C (1.08, -3.06, -0.33)
C (1.41, -4.20, 0.39)
C (0.52, -5.25, 0.48)
C (-0.72, -5.18, -0.16)
C (-1.06, -4.05, -0.88)
H (1.79, -2.26, -0.47)
H (2.38, -4.26, 0.87)
H (0.79, -6.14, 1.03)
H (-1.41, -6.01, -0.10)
H (-2.01, -3.99, -1.40)

Total charge: 0
HOMO (alpha / beta) in eV: -7.75 / -7.67
Energy relative to the best compared isomer or geometry (same formula, charge and spin) in kcal per mole: 24.9
Frontier orbital gap (alpha / beta) in eV: 6.280 / 6.137
LUMO energy (alpha / beta) in hartree: -0.0541 / -0.0564
Spin multiplicity: 2
Expectation value of S²: 0.781



# 6
A molecular structure, C13H40KN8O11. Source: the OMol25 dataset; level of theory: ωB97M-V with the def2-TZVPD basis set.

Element x y z (Å)
K (-0.23, 2.15, 5.93)
C (-0.33, 0.85, 0.64)
O (-0.05, 0.70, -0.54)
O (-1.30, 0.41, 1.20)
O (0.51, 1.50, 1.28)
C (-4.85, -4.45, -2.44)
C (-4.49, -4.03, -1.01)
O (-4.66, -2.60, -0.94)
H (-4.12, -4.05, -3.13)
H (-5.88, -4.15, -2.62)
H (-4.88, -5.54, -2.57)
H (-3.47, -4.33, -0.78)
H (-5.15, -4.49, -0.28)
H (-3.89, -2.31, -0.43)
C (1.18, 6.76, -4.70)
C (1.21, 5.32, -4.23)
O (0.12, 5.00, -3.40)
H (0.92, 7.40, -3.86)
H (0.54, 6.80, -5.57)
H (2.14, 7.09, -5.10)
H (2.07, 5.21, -3.57)
H (1.38, 4.60, -5.03)
H (0.33, 4.13, -3.06)
C (-7.06, 4.08, 2.71)
C (-6.15, 2.86, 2.95)
O (-4.85, 3.30, 2.68)
H (-6.99, 4.63, 1.77)
H (-7.03, 4.89, 3.45)
H (-8.11, 3.79, 2.68)
H (-6.32, 2.03, 2.27)
H (-6.27, 2.50, 3.98)
H (-4.33, 2.51, 2.50)
C (1.82, -4.59, -1.63)
C (1.75, -4.18, -0.16)
O (2.59, -3.01, -0.10)
H (2.77, -5.08, -1.86)
H (1.70, -3.72, -2.28)
H (0.92, -5.19, -1.75)
H (2.23, -4.93, 0.45)
H (0.79, -3.99, 0.32)
H (1.98, -2.30, -0.33)
C (0.02, -0.85, -5.90)
O (-0.06, -1.06, -7.10)
N (1.07, -0.42, -5.24)
N (-1.01, -0.93, -5.13)
H (0.78, -0.18, -4.31)
H (2.01, -0.41, -5.62)
H (-1.90, -1.30, -5.43)
H (-0.91, -0.64, -4.17)
C (-0.87, -3.02, 5.26)
O (-0.70, -3.82, 6.11)
N (0.07, -2.30, 4.63)
N (-2.09, -2.91, 4.74)
H (-0.11, -1.68, 3.85)
H (1.05, -2.43, 4.84)
H (-2.83, -3.36, 5.25)
H (-2.30, -2.15, 4.10)
C (5.58, -0.96, 4.60)
O (6.30, -0.95, 5.56)
N (4.98, 0.11, 4.21)
N (5.33, -2.02, 3.87)
H (4.48, 0.19, 3.34)
H (5.04, 0.97, 4.74)
H (4.78, -1.84, 3.04)
H (5.86, -2.88, 3.94)
C (5.40, 2.56, -0.55)
O (6.62, 2.62, -0.66)
N (4.61, 1.59, -0.97)
N (4.71, 3.28, 0.29)
H (4.97, 0.76, -1.43)
H (3.62, 1.62, -0.77)
H (3.78, 2.97, 0.53)
H (5.16, 3.89, 0.95)

Total charge: -1
HOMO in eV: -2.16
Frontier orbital gap in eV: 2.412
LUMO energy in hartree: 0.0093
Spin multiplicity: 1



Q: The highest total charge belongs to which entry?
A: C15H18I2NO4Pd



Q: Which formula does entry 1 have?
A: C15H18I2NO4Pd



Q: What is the formula in the fourth record?
A: C20H37IrN2P